{
  "formula": "C23H37ClInN2O3Si",
  "method": "wB97M-V/def2-TZVPD",
  "elements": ["In", "Cl", "N", "N", "C", "C", "C", "C", "C", "C", "H", "H", "H", "H", "H", "H", "C", "C", "C", "C", "H", "H", "H", "H", "H", "H", "O", "H", "H", "O", "H", "H", "C", "C", "C", "H", "H", "C", "C", "H", "C", "C", "C", "C", "H", "C", "H", "H", "H", "H", "H", "H", "H", "H", "C", "Si", "C", "C", "O", "H", "H", "H", "H", "H", "H", "H", "H", "H"],
  "positions_angstrom": [[-0.2781, -0.0344, 0.1360], [0.7578, 0.0468, -1.9791], [0.6777, -2.0937, 0.3336], [-1.1706, 2.0476, -0.2199], [1.5919, -2.3651, 1.2394], [-0.5520, 3.1526, 0.1332], [0.4366, -3.3260, -0.4612], [0.9864, -4.3935, 0.4794], [1.2514, -3.3162, -1.7451], [-1.0331, -3.4847, -0.7942], [2.3068, -3.0975, -1.5311], [0.8678, -2.5707, -2.4430], [1.1748, -4.3166, -2.1871], [-1.6279, -3.4926, 0.1247], [-1.1781, -4.4281, -1.3336], [-1.3752, -2.6713, -1.4468], [-2.2711, 2.3942, -1.1612], [-2.0791, 3.8973, -1.3485], [-3.6168, 2.0969, -0.5290], [-2.1260, 1.6172, -2.4571], [-1.1759, 1.8745, -2.9341], [-2.9675, 1.8747, -3.1106], [-2.1559, 0.5368, -2.2784], [-3.6675, 2.5345, 0.4765], [-3.7612, 1.0152, -0.4662], [-4.4154, 2.5365, -1.1424], [-0.9500, 4.2510, -0.4798], [-2.9292, 4.5082, -1.0195], [-1.7841, 4.1769, -2.3639], [1.8858, -3.6446, 1.3791], [1.6058, -5.1751, 0.0145], [0.2061, -4.8497, 1.1030], [2.3166, -1.3729, 2.1022], [0.5332, 3.2634, 1.1532], [1.5703, 2.2094, 0.9208], [0.0381, 3.1193, 2.1249], [0.9540, 4.2759, 1.0945], [1.4503, 0.9464, 1.5699], [2.4491, -0.0541, 1.3918], [0.6976, 0.8222, 2.3709], [3.5179, 0.2016, 0.5373], [3.6062, 1.4400, -0.0987], [4.5770, -0.8270, 0.2776], [2.6402, 2.4315, 0.0589], [4.4551, 1.6330, -0.7593], [2.7622, 3.7161, -0.7063], [3.7263, 3.7338, -1.2227], [2.7123, 4.5932, -0.0538], [1.9778, 3.8141, -1.4669], [4.9910, -1.2378, 1.2037], [5.3920, -0.3577, -0.2836], [4.1969, -1.6599, -0.3289], [3.2955, -1.8064, 2.3415], [1.7277, -1.2726, 3.0267], [-4.3286, -1.8478, -0.1443], [-3.3828, -1.3614, 1.4394], [-4.4740, -0.0568, 2.2637], [-3.1670, -2.8641, 2.5326], [-1.9750, -0.7544, 0.9823], [-5.3302, -2.2315, 0.1018], [-3.7832, -2.6269, -0.6971], [-4.4453, -0.9777, -0.8060], [-5.3669, -0.5173, 2.7094], [-3.9282, 0.4675, 3.0582], [-4.8236, 0.6890, 1.5371], [-2.6988, -3.7143, 2.0213], [-2.5560, -2.6448, 3.4135], [-4.1427, -3.2140, 2.8914]],
  "forces_ev_per_angstrom": [[1.0, 0.7, 1.5], [0.4, 0.0, -1.6], [1.5, -1.3, 1.1], [-0.4, 1.7, 0.5], [-2.0, 1.1, -1.4], [-0.5, -2.3, -0.1], [0.3, 0.3, 0.2], [0.4, -0.1, 0.7], [0.2, 0.0, -0.2], [-0.1, -0.2, 0.2], [-0.2, 0.0, -0.1], [0.2, 0.0, 0.1], [0.1, 0.1, -0.1], [0.0, 0.0, -0.3], [-0.1, 0.1, 0.1], [0.1, -0.1, 0.2], [0.6, -0.2, 0.3], [0.7, 0.7, 0.1], [-0.2, 0.0, 0.2], [-0.1, 0.2, -0.2], [-0.2, -0.2, 0.0], [0.1, 0.0, -0.1], [0.1, 0.2, 0.0], [0.0, -0.2, -0.2], [0.0, 0.2, 0.1], [0.1, -0.1, 0.1], [-0.8, 1.1, -0.7], [0.1, -0.2, -0.1], [-0.1, 0.0, 0.1], [0.2, -1.4, -0.3], [-0.3, 0.3, 0.0], [0.2, 0.1, 0.0], [-0.3, 0.1, -0.5], [-0.3, -0.1, -0.4], [1.8, 1.8, -0.5], [0.2, 0.1, 0.2], [-0.2, -0.2, 0.1], [-3.4, -1.5, -0.5], [2.7, -0.3, 0.0], [0.9, 0.5, 0.4], [-1.2, -0.6, 1.4], [1.1, 0.3, -1.2], [0.2, 0.0, -0.2], [-1.3, 0.1, 1.0], [-0.2, -0.1, 0.1], [0.2, 0.0, -0.2], [-0.1, 0.1, 0.0], [0.0, 0.0, 0.0], [0.0, 0.0, 0.1], [0.0, 0.0, -0.1], [0.0, -0.2, 0.1], [0.0, 0.0, 0.1], [-0.3, 0.0, 0.1], [0.2, 0.0, 0.1], [-0.1, -0.3, 0.3], [0.2, 0.6, -1.2], [-0.1, -0.2, 0.3], [-0.3, -0.3, 0.3], [-0.9, -0.4, 0.3], [0.1, 0.0, -0.2], [-0.2, 0.2, 0.1], [0.0, -0.2, 0.2], [0.1, 0.1, 0.0], [-0.1, 0.0, -0.1], [0.2, -0.2, 0.1], [0.0, 0.2, 0.0], [0.0, 0.1, -0.1], [0.0, 0.0, 0.0]],
  "lowdin_charge": [0.491, 0.136, 0.070, 0.067, -0.326, -0.335, -0.548, -0.052, -0.057, -0.036, 0.090, 0.028, 0.083, 0.055, 0.093, 0.086, -0.544, -0.056, -0.035, -0.075, 0.060, 0.086, 0.060, 0.096, 0.047, 0.091, 0.021, 0.124, 0.127, 0.025, 0.129, 0.129, -0.057, -0.073, -0.290, 0.121, 0.115, -0.193, -0.288, 0.072, -0.279, -0.100, -0.054, -0.282, 0.075, -0.053, 0.065, 0.070, 0.079, 0.070, 0.067, 0.073, 0.116, 0.127, -0.166, 0.234, -0.170, -0.170, -0.404, 0.021, 0.011, 0.013, 0.020, 0.028, 0.006, 0.012, 0.029, 0.022],
  "e_tot_ha": -2173.7733,
  "e_homo_ev": [-0.20, -0.20],
  "spin_multiplicity": 1,
  "relative_energy_kcal_mol": 6.2,
  "e_lumo_ev": [2.6, 2.6],
  "total_charge": -1,
  "fmax_ev_per_a": 3.8,
  "orbital_gap_ev": [2.7816, 2.7821]
}